{"formula": "C8H10BN3O2S", "method": "ωB97M-V/def2-TZVPD", "e_above_lowest_kcal_mol": 46.4, "multiplicity": 1, "lumo_ev": -0.1290, "largest_force_ha_per_bohr": 0.0860, "gap_ev": 7.87, "total_energy_ev": -28533.5433, "symbols": ["B", "C", "C", "C", "C", "C", "C", "C", "C", "N", "N", "N", "O", "O", "S", "H", "H", "H", "H", "H", "H", "H", "H", "H", "H"], "positions_angstrom": [[-0.20811, 2.89276, -1.08856], [0.09884, -3.63459, 0.91251], [-0.60338, 0.03008, 0.10156], [-0.40338, -4.85524, 0.50753], [-1.80234, -2.97662, -0.09667], [-0.65158, -2.55617, 0.48991], [-0.23209, -1.18757, 0.64332], [2.00349, 2.50054, 0.16082], [0.50399, 2.22817, 0.17531], [0.88662, -0.95884, 1.37725], [1.20645, 0.23633, 1.28862], [0.28125, 0.87798, 0.53805], [-1.30636, 2.26919, -1.62434], [0.39623, 3.92689, -1.67020], [-1.98734, -4.66443, -0.20681], [0.97358, -3.62497, 1.54658], [-1.44533, 0.15891, -0.61429], [-0.13146, -5.90190, 0.90596], [-2.63467, -2.35949, -0.66425], [2.28207, 2.23033, 1.26516], [2.02083, 3.51520, 0.07308], [2.43402, 1.88731, -0.67042], [-0.01821, 2.98135, 1.56836], [-1.83303, 2.61577, -2.43569], [0.16990, 4.36904, -2.48280]], "forces_ev_per_angstrom": [[-1.158, -1.249, -0.378], [1.064, -2.961, 0.300], [-2.883, -3.049, -1.402], [-0.670, -1.421, 1.474], [-2.996, 1.430, -2.155], [-1.470, 0.822, -0.536], [0.350, 0.469, 0.124], [-0.976, -2.846, 2.739], [-0.715, 2.209, 3.243], [-0.348, -2.144, 0.093], [0.820, 2.562, 0.632], [1.061, 1.012, -0.376], [-1.862, 0.448, -1.732], [1.316, 1.152, 0.398], [1.381, 0.127, 0.225], [0.115, 0.429, -0.220], [1.097, 0.536, 0.905], [-0.182, 2.003, -0.906], [2.006, -1.088, 1.507], [0.498, 0.274, -2.603], [1.003, 2.745, -0.736], [0.190, 0.703, 0.954], [1.040, -1.360, -3.649], [1.826, -0.605, 2.257], [-0.506, -0.198, -0.159]]}